1.
Below is a single C3H3N5O4 molecule in a non-equilibrium geometry, with properties calculated with ωB97M-V with the def2-TZVPD basis set.

Last column: Mulliken charge in e.
CARTESIAN COORDINATES (ANGSTROEM)
C -0.10 1.05 0.32  -0.058
C -2.48 0.37 0.64  -0.010
C 0.77 -1.13 0.11  -0.277
N -1.34 0.76 0.38  -0.006
N 0.89 0.15 -0.06  0.376
N 2.22 0.72 -0.14  -0.681
N -3.66 0.47 -0.11  0.945
N 1.82 -2.00 -0.01  0.909
O -4.13 -0.55 -0.53  -0.515
O 1.74 -2.74 -1.00  -0.536
O -4.12 1.58 -0.29  -0.521
O 2.65 -2.01 0.93  -0.523
H 0.39 2.03 0.66  0.372
H 2.32 1.08 -1.08  0.243
H 3.01 0.22 0.20  0.280

Its HOMO-LUMO gap (spin up / spin down) is 8.19 / 8.19 eV. As for the LUMO energy (spin up / spin down): -1.469 / -1.469 eV. The charge is 0. Its relative energy (zero: lowest compared OMol25 entry of this formula, charge and spin) is 187.22 kcal/mol.


2.
Below is a molecular structure, C36H62BaCl3GeN9O3Si in a non-equilibrium geometry, with properties calculated with ωB97M-V with the def2-TZVPD basis set.

Last column: Mulliken charge in e.
CARTESIAN COORDINATES (ANGSTROEM)
Ba 0.11 -0.13 0.57  -0.488
N -1.55 0.92 2.60  0.428
C -1.76 0.45 3.97  -0.772
C -2.40 -0.94 4.01  -0.924
C -1.47 -2.10 3.67  -0.596
N -1.10 -2.10 2.26  0.173
H -1.17 1.86 2.62  -0.061
H -2.44 1.00 2.11  0.093
H -2.39 1.14 4.54  0.548
H -0.79 0.42 4.47  0.289
H -3.27 -0.96 3.35  0.300
H -2.78 -1.10 5.02  0.409
H -1.96 -3.04 3.97  0.508
H -0.56 -2.02 4.27  0.307
H -1.91 -2.32 1.69  0.121
H -0.38 -2.80 2.09  -0.238
C 2.91 2.23 -0.01  -0.527
N 3.60 2.05 1.25  0.303
C 5.01 2.40 1.30  -0.630
C 5.38 1.94 2.70  -0.714
N 4.42 0.88 2.96  0.268
C 4.35 0.42 4.33  -0.958
C 3.33 1.03 2.12  -0.701
N 2.22 0.38 2.04  0.132
C 1.92 -0.73 2.94  -0.366
C 2.74 -1.98 2.60  -1.031
N 2.05 -2.78 1.57  0.860
C 2.34 -4.07 1.53  -0.164
N 1.47 -4.98 1.04  0.257
C 0.19 -4.70 0.43  -0.516
C 2.08 -6.28 0.90  -0.579
C 3.32 -6.15 1.80  -0.690
N 3.46 -4.70 1.93  0.027
C 4.74 -4.12 2.26  -0.797
H 3.10 3.24 -0.36  0.443
H 1.83 2.14 0.08  -0.396
H 3.27 1.52 -0.76  0.325
H 5.14 3.48 1.16  0.390
H 5.57 1.87 0.53  0.325
H 5.28 2.74 3.43  0.353
H 6.40 1.54 2.75  0.396
H 5.36 0.50 4.74  0.400
H 4.06 -0.63 4.40  0.263
H 3.69 1.03 4.94  0.316
H 0.86 -1.00 2.80  -1.073
H 2.00 -0.45 3.99  0.434
H 2.89 -2.59 3.50  0.857
H 3.72 -1.65 2.25  0.483
H -0.63 -4.99 1.09  0.349
H 0.12 -5.26 -0.50  0.453
H 0.09 -3.64 0.18  -0.153
H 2.34 -6.48 -0.15  0.342
H 1.41 -7.07 1.25  0.356
H 4.21 -6.57 1.33  0.395
H 3.18 -6.62 2.77  0.341
H 5.52 -4.79 1.89  0.378
H 4.87 -4.00 3.34  0.264
H 4.87 -3.16 1.76  0.246
O -3.26 -1.80 -0.05  -0.896
C -2.36 -2.09 -0.85  0.254
O -1.15 -1.79 -0.79  -0.124
C -2.77 -2.88 -2.10  -0.580
N -4.23 -3.23 -1.92  0.110
C -5.01 -2.79 -3.14  -0.741
C -3.94 -2.47 -4.17  -0.657
C -2.76 -1.99 -3.34  -0.211
H -2.18 -3.79 -2.23  0.377
H -4.46 -2.66 -1.07  0.355
H -4.38 -4.21 -1.70  0.377
H -5.59 -1.91 -2.85  0.318
H -5.68 -3.59 -3.43  0.385
H -4.28 -1.72 -4.87  0.385
H -3.68 -3.37 -4.74  0.344
H -2.89 -0.95 -3.04  -0.255
H -1.80 -2.06 -3.86  0.610
Cl 4.37 -1.29 -0.29  -0.354
Ge 2.29 -1.92 -0.54  1.211
Cl 2.54 -3.77 -1.65  -0.335
Cl 1.62 -0.51 -2.14  -0.077
C -2.54 4.21 0.83  -1.601
C -1.63 4.51 -0.36  2.300
C -2.19 5.71 -1.12  -2.021
C -0.26 4.91 0.22  -1.546
Si -1.32 2.98 -1.43  -2.026
O -0.76 1.77 -0.51  1.710
C -2.87 2.43 -2.39  0.476
C -4.20 2.70 -2.04  -0.126
C -5.27 2.25 -2.80  -0.915
C -5.04 1.52 -3.96  -0.595
C -3.73 1.24 -4.33  -0.391
C -2.67 1.68 -3.55  -0.389
C -0.12 3.43 -2.81  0.186
C 1.17 2.91 -2.86  0.765
C 2.06 3.24 -3.87  -0.676
C 1.66 4.11 -4.88  -0.666
C 0.37 4.63 -4.86  -0.900
C -0.50 4.28 -3.84  -0.272
H -2.56 5.06 1.52  0.517
H -2.21 3.34 1.38  -0.080
H -3.58 4.03 0.53  0.308
H -2.39 6.53 -0.44  0.550
H -3.12 5.47 -1.64  0.275
H -1.49 6.07 -1.87  0.384
H -0.36 5.79 0.86  0.543
H 0.46 5.15 -0.56  0.311
H 0.16 4.11 0.83  0.024
H -4.42 3.29 -1.16  0.112
H -6.28 2.49 -2.51  0.446
H -5.87 1.19 -4.57  0.461
H -3.53 0.69 -5.25  0.570
H -1.66 1.47 -3.88  0.409
H 1.48 2.22 -2.10  -0.149
H 3.05 2.81 -3.89  0.454
H 2.34 4.37 -5.68  0.379
H 0.05 5.30 -5.65  0.429
H -1.51 4.68 -3.87  0.488

Its HOMO-LUMO gap (spin up / spin down) is 7.53 / 6.40 eV. As for the LUMO energy (spin up / spin down): -2.216 / -3.657 eV. Its spin multiplicity is 2. The charge is +1. Its relative energy (zero: lowest compared OMol25 entry of this formula, charge and spin) is 0.00 kcal/mol.


3.
Below is 3 unconnected molecules or ions with the total composition C2H8IO2 in a non-equilibrium geometry, with properties calculated with ωB97M-V with the def2-TZVPD basis set.

Last column: Mulliken charge in e.
CARTESIAN COORDINATES (ANGSTROEM)
I 29.58 -6.15 7.32  -0.993
C 27.65 -6.85 0.96  -0.536
O 28.68 -7.15 1.88  -0.496
H 27.87 -7.18 -0.05  0.226
H 26.65 -7.14 1.28  0.249
H 27.51 -5.77 0.89  0.240
H 28.50 -6.72 2.72  0.313
C 32.70 -1.27 10.51  -0.493
O 33.06 -2.05 9.45  -0.516
H 31.97 -0.50 10.29  0.232
H 32.33 -1.90 11.32  0.238
H 33.57 -0.74 10.88  0.203
H 32.38 -2.63 9.10  0.331

Its HOMO-LUMO gap is 6.56 eV. As for the LUMO energy: 3.152 eV. The charge is -1. Its relative energy (zero: lowest compared OMol25 entry of this formula, charge and spin) is 19.71 kcal/mol.


4.
Below is 2 unconnected molecules or ions with the total composition C5H14O2 in a non-equilibrium geometry, with properties calculated with ωB97M-V with the def2-TZVPD basis set.

Last column: Mulliken charge in e.
CARTESIAN COORDINATES (ANGSTROEM)
C 1.42 -1.70 1.06  -0.570
O 0.49 -2.52 1.69  -0.468
C 0.73 -0.33 0.83  -0.758
C -0.41 -0.50 -0.16  0.875
C -0.77 0.87 -0.77  -1.636
C -1.71 -1.17 0.37  -1.305
H 1.72 -2.13 0.07  0.345
H 2.35 -1.58 1.67  0.331
H 0.90 -3.38 1.80  0.286
H 1.59 0.31 0.61  0.359
H 0.39 0.02 1.84  0.299
H 0.02 -1.18 -0.94  0.166
H 0.16 1.11 -1.33  0.398
H -1.65 0.83 -1.40  0.423
H -1.04 1.68 -0.08  0.303
H -1.92 -1.15 1.44  0.290
H -1.88 -2.19 0.06  0.263
H -2.49 -0.52 -0.07  0.410
H -0.41 4.12 -3.06  0.317
H 0.01 4.99 -1.80  0.316
O 0.33 4.49 -2.55  -0.641

Its HOMO-LUMO gap is 11.06 eV. As for the LUMO energy: 0.912 eV. The charge is 0. Its relative energy (zero: lowest compared OMol25 entry of this formula, charge and spin) is 18.13 kcal/mol.


5.
Below is a molecular structure, C8H7BrF3NO in a non-equilibrium geometry, with properties calculated with ωB97M-V with the def2-TZVPD basis set.

Last column: Mulliken charge in e.
CARTESIAN COORDINATES (ANGSTROEM)
C 1.03 -0.51 0.97  -0.351
C 0.90 1.45 -0.37  -0.336
C 2.43 -0.37 1.01  -0.421
C 2.30 1.57 -0.43  -0.532
C 0.31 0.48 0.37  0.301
C 3.09 0.65 0.30  0.045
C -1.11 0.48 0.59  0.075
C -1.95 1.72 0.11  0.953
N -2.97 -1.37 -0.58  -0.765
O -1.65 -0.29 1.32  -0.507
F -1.85 1.81 -1.21  -0.226
F -3.29 1.63 0.32  -0.228
F -1.34 2.77 0.72  -0.225
Br 5.00 0.50 -0.03  -0.176
H 0.60 -1.34 1.56  0.392
H 0.17 2.02 -0.94  0.457
H 2.98 -1.24 1.39  0.355
H 2.64 2.26 -1.20  0.374
H -2.81 -0.44 -0.66  0.309
H -2.32 -2.09 -0.20  0.251
H -4.20 -1.66 -0.32  0.257

Its HOMO-LUMO gap is 8.40 eV. As for the LUMO energy: -0.600 eV. The charge is 0. Its relative energy (zero: lowest compared OMol25 entry of this formula, charge and spin) is 56.87 kcal/mol.


6.
Below is a molecular structure, C23H22N6NaO3, with properties calculated with ωB97M-V with the def2-TZVPD basis set.

Last column: Mulliken charge in e.
CARTESIAN COORDINATES (ANGSTROEM)
Na -0.52 -0.81 -0.23  1.173
O -2.83 0.65 -3.52  -0.872
C -2.29 0.02 -2.57  0.059
N -1.04 0.11 -2.16  -0.232
C -0.29 1.04 -2.96  -1.069
C 1.13 1.27 -2.52  0.573
C 1.88 2.25 -3.20  -0.918
C 3.18 2.50 -2.82  -0.228
C 3.72 1.77 -1.77  -0.875
C 2.92 0.82 -1.16  -0.231
N 1.66 0.57 -1.52  0.108
C -3.16 -0.94 -1.79  0.521
C -4.50 -1.05 -2.13  -0.897
C -5.32 -1.89 -1.40  -0.211
C -4.77 -2.61 -0.34  -0.935
C -3.42 -2.44 -0.08  -0.204
N -2.63 -1.64 -0.78  0.084
H -0.79 2.02 -2.98  0.383
H -0.27 0.74 -4.01  0.354
H 1.41 2.80 -4.01  0.421
H 3.77 3.25 -3.33  0.390
H 4.73 1.94 -1.43  0.387
H 3.28 0.22 -0.33  0.496
H -4.86 -0.46 -2.96  0.478
H -6.37 -2.00 -1.65  0.403
H -5.37 -3.27 0.26  0.431
H -2.94 -2.98 0.74  0.390
N 0.61 -3.04 -0.83  -0.292
C 0.37 -3.97 0.27  -0.489
C -0.40 -3.32 1.44  0.460
O -0.90 -4.09 2.27  -0.813
O -0.46 -2.05 1.42  -0.795
H -0.28 -2.65 -1.14  0.117
H 1.01 -3.52 -1.62  0.266
H 1.34 -4.30 0.67  0.295
H -0.18 -4.87 -0.02  0.309
N 2.07 -0.86 1.63  -0.006
C 2.05 0.28 2.38  0.496
C 3.02 0.56 3.33  -0.674
C 3.01 1.74 4.08  -0.595
C 2.02 2.68 3.91  -0.930
C 1.02 2.45 2.95  0.734
C -0.03 3.37 2.72  -0.631
C -0.96 3.11 1.75  -0.898
C -0.83 1.94 0.98  -0.171
N 0.11 1.05 1.19  0.367
C 1.02 1.27 2.16  -0.014
H 2.71 -1.56 1.96  0.262
H 1.17 -1.23 1.33  -0.168
H 3.79 -0.17 3.52  0.313
H 3.79 1.91 4.81  0.358
H 2.00 3.59 4.49  0.354
H -0.09 4.27 3.32  0.381
H -1.77 3.80 1.55  0.410
H -1.52 1.73 0.17  0.374

Its HOMO-LUMO gap is 7.31 eV. As for the LUMO energy: 2.319 eV. The charge is -1. Its relative energy (zero: lowest compared OMol25 entry of this formula, charge and spin) is 6.07 kcal/mol.


7.
Below is a single C3H4N2OS molecule in a non-equilibrium geometry, with properties calculated with ωB97M-V with the def2-TZVPD basis set.

Last column: Mulliken charge in e.
CARTESIAN COORDINATES (ANGSTROEM)
C 0.99 -0.32 -0.26  0.445
C 0.13 -1.41 0.13  -0.511
C -0.95 1.34 -0.07  -0.063
H 0.04 -1.34 1.20  0.249
H 0.60 -2.34 0.05  0.419
H -1.14 2.27 0.17  0.472
H 1.09 1.78 -0.11  0.299
N -1.93 0.49 -0.09  -0.391
N 0.40 0.93 -0.34  -0.249
O 2.29 -0.34 -0.30  -0.622
S -1.53 -1.06 -0.39  -0.048

Its HOMO-LUMO gap is 8.96 eV. As for the LUMO energy: 0.262 eV. The charge is 0. Its relative energy (zero: lowest compared OMol25 entry of this formula, charge and spin) is 43.17 kcal/mol.


8.
Below is 2 unconnected molecules or ions with the total composition C5H10N2O2 in a non-equilibrium geometry, with properties calculated with ωB97M-V with the def2-TZVPD basis set.

Last column: Mulliken charge in e.
CARTESIAN COORDINATES (ANGSTROEM)
C -0.72 -0.31 -2.10  -0.546
C -0.31 1.07 -1.58  -0.414
C -0.75 -1.25 -0.90  -0.758
C 0.15 0.67 -0.18  0.398
C 0.78 1.73 0.74  -1.046
N -0.11 -0.55 0.17  -0.438
N 1.22 -1.35 3.08  0.191
O 1.58 -1.74 4.13  -0.415
O -0.03 -1.75 2.72  -0.342
H -1.81 -0.32 -2.69  0.209
H -0.12 -0.52 -2.89  0.331
H 0.43 1.66 -2.23  0.338
H -1.15 1.82 -1.36  0.231
H -1.75 -1.56 -0.48  0.324
H -0.24 -2.13 -1.02  0.404
H 1.38 2.41 0.00  0.283
H 1.37 1.12 1.48  0.297
H 0.01 2.49 1.28  0.243
H 0.07 -1.47 1.82  0.709

Its HOMO-LUMO gap is 10.54 eV. As for the LUMO energy: 0.778 eV. The charge is 0. Its relative energy (zero: lowest compared OMol25 entry of this formula, charge and spin) is 115.15 kcal/mol.